{"formula": "C33H55ClIN2O9S3", "method": "ωB97M-V with the def2-TZVPD basis set", "symbols": ["C", "C", "N", "C", "C", "C", "C", "C", "C", "C", "C", "C", "C", "C", "C", "O", "C", "I", "O", "C", "C", "N", "C", "C", "C", "O", "C", "Cl", "H", "H", "H", "H", "H", "H", "H", "H", "H", "H", "H", "H", "H", "H", "H", "H", "H", "H", "H", "H", "H", "H", "H", "H", "H", "H", "H", "H", "H", "H", "H", "C", "C", "C", "S", "O", "O", "C", "H", "H", "H", "H", "H", "H", "H", "H", "C", "C", "C", "S", "O", "O", "C", "H", "H", "H", "H", "H", "H", "H", "H", "C", "C", "C", "S", "O", "O", "C", "H", "H", "H", "H", "H", "H", "H", "H"], "xyz": [[-5.525, 0.617, -5.049], [-4.401, 0.418, -4.706], [-3.020, 0.139, -4.384], [-2.894, 0.809, -3.024], [-1.499, 0.728, -2.366], [-1.544, -0.155, -1.101], [-0.459, 0.210, -0.091], [-0.689, -0.157, 1.242], [0.209, 0.150, 2.248], [1.397, 0.841, 1.909], [1.612, 1.175, 0.593], [0.708, 0.871, -0.431], [-2.260, 0.662, -5.601], [-2.252, 2.160, -5.852], [-1.117, 2.446, -6.853], [-2.842, -0.099, -6.610], [-2.743, -1.463, -6.135], [-4.414, -2.494, -7.051], [-1.475, -1.845, -6.491], [-1.263, -3.173, -6.996], [0.254, -3.417, -6.922], [0.621, -4.701, -7.502], [1.846, -4.592, -8.318], [2.601, -5.937, -8.369], [3.798, -5.770, -9.306], [3.052, -6.235, -7.054], [-2.963, -1.345, -4.539], [-1.573, -2.189, -3.807], [-6.580, 0.682, -5.195], [-3.681, 0.400, -2.394], [-3.162, 1.850, -3.193], [-0.761, 0.366, -3.081], [-1.231, 1.730, -2.034], [-1.516, -1.221, -1.329], [-2.498, 0.033, -0.598], [-1.602, -0.690, 1.483], [-0.056, -0.133, 3.257], [2.105, 1.123, 2.677], [2.527, 1.694, 0.330], [0.905, 1.135, -1.461], [-1.217, 0.399, -5.381], [-3.204, 2.427, -6.315], [-2.124, 2.722, -4.929], [-0.870, 3.503, -6.886], [-1.381, 2.069, -7.839], [-0.210, 1.909, -6.560], [-1.581, -3.281, -8.033], [-1.741, -3.896, -6.333], [0.713, -2.572, -7.453], [0.539, -3.338, -5.869], [-0.133, -5.056, -8.074], [1.565, -4.258, -9.326], [2.540, -3.883, -7.867], [1.890, -6.683, -8.728], [4.325, -4.833, -9.105], [3.467, -5.703, -10.345], [4.480, -6.614, -9.200], [3.987, -6.017, -7.041], [-3.820, -1.864, -4.135], [5.200, 5.969, 1.177], [3.718, 6.136, 1.541], [3.072, 4.746, 1.488], [4.384, 3.574, 1.859], [4.621, 2.761, 0.688], [4.144, 2.977, 3.148], [5.697, 4.779, 1.993], [5.775, 6.868, 1.395], [5.299, 5.756, 0.111], [3.635, 6.541, 2.551], [3.213, 6.828, 0.869], [2.280, 4.631, 2.224], [2.693, 4.514, 0.494], [6.623, 4.349, 1.619], [5.800, 5.036, 3.047], [-1.036, 1.716, 7.429], [0.341, 1.234, 6.964], [0.722, 2.058, 5.725], [-0.116, 3.638, 5.896], [-1.086, 3.760, 4.833], [0.853, 4.677, 6.145], [-0.971, 3.241, 7.414], [-1.283, 1.340, 8.408], [-1.803, 1.372, 6.730], [1.072, 1.400, 7.758], [0.339, 0.168, 6.740], [1.795, 2.227, 5.664], [0.368, 1.591, 4.809], [-1.947, 3.721, 7.417], [-0.365, 3.618, 8.238], [-2.690, -3.397, 10.685], [-1.309, -3.877, 10.221], [-0.926, -3.048, 8.989], [-1.768, -1.471, 9.167], [-2.735, -1.336, 8.107], [-0.793, -0.441, 9.436], [-2.623, -1.873, 10.685], [-2.943, -3.784, 11.671], [-3.456, -3.736, 9.985], [-0.580, -3.712, 11.017], [-1.307, -4.941, 9.992], [0.145, -2.870, 8.929], [-1.277, -3.506, 8.067], [-3.599, -1.393, 10.689], [-2.018, -1.502, 11.512]], "lowdin_charge": [0.23, -0.13, -0.12, -0.07, -0.17, -0.16, -0.23, -0.05, -0.06, -0.06, -0.07, -0.04, -0.30, -0.13, -0.06, -0.07, -0.85, 1.05, -0.17, -0.23, -0.21, -0.05, -0.19, -0.43, -0.06, -0.03, -0.50, 0.84, 0.07, 0.14, 0.13, 0.09, 0.12, 0.08, 0.11, 0.11, 0.10, 0.10, 0.08, 0.10, 0.16, 0.13, 0.12, 0.09, 0.09, 0.08, 0.11, 0.11, 0.12, 0.11, 0.11, 0.13, 0.12, 0.14, 0.08, 0.08, 0.09, 0.08, 0.11, -0.22, -0.21, -0.22, 0.66, -0.33, -0.33, -0.23, 0.12, 0.12, 0.12, 0.11, 0.11, 0.10, 0.11, 0.11, -0.23, -0.21, -0.22, 0.66, -0.33, -0.33, -0.22, 0.07, 0.12, 0.12, 0.11, 0.10, 0.07, 0.11, 0.11, -0.22, -0.21, -0.22, 0.67, -0.31, -0.33, -0.23, 0.12, 0.12, 0.12, 0.12, 0.10, 0.10, 0.11, 0.11], "e_tot_ev": -109637.9801, "fmax_ev_per_a": 3.35, "gap_ev": 8.180, "total_charge": 1}